Molecular formula: C17H42AsF6O22S5V
Method: DFT, wB97M-V/def2-TZVPD

CARTESIAN COORDINATES (ANGSTROEM)
O  12.343  0.251  -15.563
V  12.278  -0.434  -17.002
O  11.089  -2.712  -20.426
C  12.152  -2.197  -19.750
O  13.257  -2.402  -20.165
O  11.835  -1.440  -18.733
H  10.268  -2.522  -19.958
O  15.023  -3.539  -16.776
C  15.033  -2.181  -16.848
O  13.923  -1.573  -16.560
O  16.068  -1.631  -17.160
H  14.157  -3.743  -16.388
As  10.591  -3.454  -15.395
F  10.219  -2.601  -13.918
F  10.094  -4.954  -14.679
F  10.994  -4.412  -16.778
F  11.078  -1.951  -16.212
F  12.191  -3.632  -14.804
F  8.971  -3.191  -15.929
O  11.845  -6.085  -23.672
S  12.606  -5.993  -22.474
O  13.344  -4.795  -22.237
O  11.702  -6.188  -21.186
C  12.258  -5.902  -19.882
C  12.385  -7.148  -19.039
C  13.741  -7.374  -22.375
H  11.531  -5.244  -19.402
H  13.136  -5.260  -19.961
H  11.410  -7.488  -18.695
H  13.015  -6.893  -18.183
H  12.899  -8.003  -19.484
H  13.246  -8.099  -21.733
H  14.624  -7.016  -21.849
H  14.017  -7.746  -23.354
O  13.981  -1.813  -12.336
S  14.308  -3.206  -12.330
O  14.750  -3.907  -13.484
O  15.362  -3.542  -11.176
C  15.683  -2.572  -10.167
C  15.647  -3.247  -8.783
C  12.929  -4.076  -11.590
H  14.956  -1.764  -10.187
H  16.701  -2.218  -10.322
H  16.633  -3.636  -8.534
H  14.966  -4.094  -8.857
H  15.305  -2.539  -8.033
H  12.550  -3.441  -10.801
H  13.352  -5.016  -11.250
H  12.170  -4.229  -12.353
O  10.148  -5.255  -7.524
S  10.805  -4.249  -8.297
O  12.183  -3.914  -8.141
O  10.583  -4.529  -9.842
C  9.362  -5.161  -10.294
C  9.249  -5.033  -11.805
C  9.928  -2.703  -8.158
H  8.471  -4.673  -9.901
H  9.482  -6.209  -10.026
H  8.221  -5.389  -11.943
H  9.982  -5.559  -12.398
H  9.138  -3.989  -12.102
H  10.024  -2.393  -7.120
H  8.870  -2.846  -8.363
H  10.424  -2.069  -8.885
O  7.271  1.337  -12.611
S  6.648  0.219  -13.225
O  5.409  -0.262  -12.682
O  6.418  0.535  -14.760
C  5.461  -0.309  -15.468
C  5.676  0.001  -16.919
C  7.804  -1.116  -13.290
H  4.472  -0.069  -15.087
H  5.673  -1.365  -15.288
H  5.439  1.010  -17.263
H  5.138  -0.708  -17.556
H  6.702  -0.105  -17.283
H  7.497  -2.039  -13.767
H  8.156  -1.297  -12.272
H  8.735  -0.736  -13.711
O  6.207  -7.618  -16.779
S  7.422  -7.902  -17.462
O  8.120  -9.127  -17.199
O  7.026  -7.791  -19.002
C  7.940  -8.337  -19.980
C  7.435  -7.820  -21.316
C  8.655  -6.615  -17.274
H  7.965  -9.421  -19.900
H  8.950  -7.946  -19.826
H  8.046  -8.249  -22.114
H  7.461  -6.741  -21.429
H  6.422  -8.212  -21.420
H  9.471  -6.729  -17.980
H  9.019  -6.769  -16.262
H  8.144  -5.670  -17.434

<S²>	0.785
total charge	-1
E_LUMO (spin up / spin down)	0.0036 / 0.0134	Ha
2S+1	2
orbital gap (spin up / spin down)	7.2 / 7.5	eV

---

Molecular formula: C17H42Cl12O14
Method: DFT, wB97M-V/def2-TZVPD

CARTESIAN COORDINATES (ANGSTROEM)
C  -31.130  -4.146  -6.824
Cl  -31.759  -3.134  -8.085
Cl  -30.568  -5.575  -7.592
Cl  -29.971  -3.205  -5.871
Cl  -32.559  -4.607  -5.879
C  -36.563  -3.000  -1.467
Cl  -37.256  -4.327  -0.464
Cl  -37.942  -2.042  -2.091
Cl  -35.356  -1.988  -0.775
Cl  -35.663  -3.781  -2.823
C  -36.141  -4.693  -9.741
Cl  -37.572  -4.935  -8.692
Cl  -34.514  -4.739  -8.879
Cl  -36.269  -5.960  -10.958
Cl  -36.427  -3.087  -10.423
C  -32.442  -7.998  -9.682
C  -32.522  -9.223  -8.705
O  -31.504  -8.890  -7.789
O  -31.707  -8.442  -10.769
H  -32.071  -7.054  -9.283
H  -33.403  -7.738  -10.125
H  -32.242  -10.062  -9.342
H  -33.535  -9.211  -8.302
H  -30.692  -8.871  -8.301
H  -31.190  -7.757  -11.200
C  -34.415  -10.832  -5.845
C  -34.195  -12.279  -6.392
O  -33.050  -12.319  -7.210
O  -33.321  -10.664  -5.003
H  -35.367  -10.573  -5.383
H  -34.403  -10.094  -6.647
H  -35.067  -12.645  -6.934
H  -33.956  -13.030  -5.638
H  -32.342  -11.902  -6.714
H  -33.390  -9.777  -4.643
C  -35.334  -6.764  -4.524
C  -35.291  -7.017  -6.050
O  -36.553  -7.623  -6.596
O  -35.512  -7.856  -3.646
H  -36.057  -6.014  -4.203
H  -34.399  -6.263  -4.274
H  -34.490  -7.716  -6.289
H  -34.964  -6.105  -6.550
H  -36.392  -7.993  -7.467
H  -34.657  -8.276  -3.526
C  -38.799  -5.786  -3.009
C  -39.602  -6.528  -4.125
O  -39.221  -6.271  -5.483
O  -37.794  -6.591  -2.432
H  -39.482  -5.540  -2.196
H  -38.448  -4.820  -3.368
H  -40.671  -6.376  -3.983
H  -39.476  -7.588  -3.904
H  -38.551  -6.855  -5.844
H  -37.010  -6.681  -2.978
C  -38.896  -11.764  -5.594
C  -38.791  -10.292  -5.032
O  -37.873  -10.179  -3.926
O  -39.884  -11.718  -6.651
H  -39.128  -12.554  -4.880
H  -38.000  -12.063  -6.137
H  -39.777  -9.846  -4.907
H  -38.329  -9.654  -5.786
H  -37.572  -9.283  -4.092
H  -39.882  -12.517  -7.183
C  -38.471  -9.000  -10.261
C  -37.902  -9.218  -8.866
O  -36.516  -9.007  -8.818
O  -38.177  -10.168  -11.044
H  -38.008  -8.175  -10.802
H  -39.545  -8.817  -10.220
H  -38.058  -10.236  -8.509
H  -38.374  -8.547  -8.149
H  -36.163  -9.882  -8.994
H  -38.126  -9.946  -11.977
C  -31.221  -8.165  -4.309
C  -31.757  -7.810  -2.881
O  -32.843  -8.698  -2.559
O  -32.218  -7.920  -5.227
H  -30.954  -9.220  -4.373
H  -30.287  -7.669  -4.576
H  -32.033  -6.764  -2.747
H  -30.945  -8.020  -2.185
H  -32.481  -9.386  -1.996
H  -31.739  -8.092  -6.041

<S²>	0.756
total charge	+1
E_LUMO (spin up / spin down)	-0.0909 / -0.3212	Ha
2S+1	2
orbital gap (spin up / spin down)	9.3 / 3.0	eV

---

Molecular formula: C17H42N3O8
Method: DFT, wB97M-V/def2-TZVPD

CARTESIAN COORDINATES (ANGSTROEM)
O  -9.848  -2.337  9.169
C  -10.196  -2.409  10.505
O  -11.281  -2.879  10.869
O  -9.317  -1.914  11.285
H  -8.947  -2.002  9.183
C  -6.248  -3.064  6.354
O  -5.620  -4.295  6.623
C  -4.466  -4.450  5.844
C  -3.659  -5.596  6.404
N  -3.112  -5.269  7.717
C  -2.620  -6.430  8.459
C  -1.260  -6.828  7.955
O  -0.827  -7.956  8.715
C  0.557  -8.187  8.540
H  -5.675  -2.142  6.495
H  -7.158  -2.945  6.941
H  -6.565  -3.046  5.299
H  -3.756  -3.604  5.896
H  -4.680  -4.517  4.771
H  -2.836  -5.843  5.726
H  -4.294  -6.497  6.469
H  -3.770  -4.660  8.181
H  -3.383  -7.212  8.353
H  -2.620  -6.171  9.519
H  -0.520  -6.020  7.939
H  -1.306  -7.109  6.892
H  1.130  -7.266  8.698
H  0.838  -8.583  7.561
H  0.837  -8.857  9.353
C  -3.443  -1.415  9.115
O  -4.458  -0.694  8.399
C  -5.198  0.141  9.293
C  -6.507  -0.558  9.611
N  -7.652  0.284  9.997
C  -8.102  1.275  9.045
C  -9.216  0.819  8.102
O  -10.418  0.825  8.838
C  -11.452  0.100  8.202
H  -3.805  -1.785  10.076
H  -2.636  -0.692  9.289
H  -3.098  -2.223  8.472
H  -5.422  1.078  8.776
H  -4.630  0.446  10.174
H  -6.449  -1.285  10.425
H  -6.819  -1.111  8.714
H  -8.402  -0.318  10.328
H  -7.332  1.784  8.455
H  -8.474  2.129  9.623
H  -9.016  -0.155  7.641
H  -9.281  1.536  7.266
H  -11.124  -0.827  7.726
H  -11.860  0.734  7.396
H  -12.232  -0.100  8.931
C  -9.289  2.466  14.382
C  -9.987  1.098  14.192
C  -10.865  1.107  12.949
O  -11.632  -0.069  12.877
C  -12.607  0.091  11.871
N  -9.024  0.016  14.157
H  -9.883  3.289  14.784
H  -8.719  2.784  13.505
H  -8.524  2.275  15.142
H  -10.706  1.023  15.013
H  -10.227  1.344  12.085
H  -11.540  1.970  13.032
H  -12.258  -0.264  10.904
H  -13.081  1.079  11.773
H  -13.491  -0.485  12.164
H  -8.524  -0.127  15.025
H  -8.318  0.213  13.455

total charge	-1
E_LUMO	0.0857	Ha
orbital gap	6.6	eV

---

no.,maximum force (eV Å⁻¹)
1,5.23
2,4.01
3,3.22